Entry 1
Entry from the Open Molecules 2025 dataset: a cluster of 2 separate species, CH3NO3 in total (wB97M-V/def2-TZVPD).

XYZ file:
```
8
Properties=species:S:1:pos:R:3:nbo_charge:R:1
C -1.45 -0.29 0.08 0.27
N 2.06 0.12 -0.18 0.34
O 2.14 -1.01 0.12 -0.26
O 3.28 0.80 0.07 -0.55
O -1.76 0.87 0.09 -0.50
H -1.17 -0.85 0.93 0.12
H 2.87 1.68 0.12 0.48
H -1.57 -0.76 -0.94 0.10
```

Computed properties:
SMILES = O=NO.C=O
Gap between HOMO and LUMO = 10.111 eV
Total charge = 0
HOMO = -10.2 eV

Entry 2
Entry from the Open Molecules 2025 dataset: an isolated molecule of CH3NO3 (wB97M-V/def2-TZVPD).

XYZ file:
```
8
Properties=species:S:1:pos:R:3:nbo_charge:R:1
C -1.10 0.99 0.36 0.63
N 1.14 -1.09 -0.21 -0.53
O -2.09 1.53 0.06 -0.49
O 0.08 1.01 -0.64 -0.31
O 1.15 0.28 0.10 -0.13
H -0.97 0.42 1.28 0.14
H 1.27 -1.45 -1.20 0.36
H 0.50 -1.69 0.25 0.34
```

Computed properties:
SMILES = NOOC=O
Gap between HOMO and LUMO = 11.195 eV
Total charge = 0
HOMO = -10.4 eV

Entry 3
Entry from the Open Molecules 2025 dataset: an isolated molecule of CH3NO3 (wB97M-V/def2-TZVPD).

XYZ file:
```
8
Properties=species:S:1:pos:R:3:nbo_charge:R:1
C 0.88 -0.86 0.55 0.54
N -0.57 -0.05 -0.21 0.02
O 1.92 -0.59 0.07 -0.45
O 0.09 0.97 -1.08 -0.62
O -1.13 0.61 0.82 -0.57
H 0.63 -1.54 1.28 0.14
H 0.26 0.52 -1.94 0.47
H -2.07 0.95 0.51 0.47
```

Computed properties:
SMILES = O=CN(O)O
Gap between HOMO and LUMO = 9.604 eV
Total charge = 0
HOMO = -9.0 eV

Entry 4
Entry from the Open Molecules 2025 dataset: an isolated molecule of CH3NO3 (wB97M-V/def2-TZVPD).

XYZ file:
```
8
Properties=species:S:1:pos:R:3:nbo_charge:R:1
C 0.14 0.05 -0.01 0.90
N -0.39 -0.40 -1.16 -0.81
O -1.05 -0.32 1.17 -0.77
O 1.91 1.20 1.03 -0.50
O 1.22 0.63 0.03 -0.18
H -1.31 -0.81 -1.26 0.44
H 0.28 -0.41 -1.85 0.41
H -0.81 0.06 2.05 0.50
```

Computed properties:
Gap between HOMO and LUMO (spin up / spin down) = 8.979 / 8.978 eV
Total charge = 0
HOMO (spin up / spin down) = -8.8 / -8.8 eV

Which structure loses on stability? entry 4 does.

Entry 1
Entry from the Open Molecules 2025 dataset: a cluster of 3 separate species, C3H12NO3 in total (wB97M-V/def2-TZVPD).

XYZ file:
```
19
Properties=species:S:1:pos:R:3:nbo_charge:R:1
C -0.42 0.01 1.83 -0.41
N 0.40 -0.76 0.93 -0.67
C 1.75 -0.18 0.89 -0.25
C 1.76 0.85 -0.24 -0.07
O 1.60 0.22 -1.49 -0.79
H -0.41 -0.46 2.85 0.15
H -1.41 -0.01 1.52 0.22
H -0.05 1.01 1.83 0.15
H -0.10 -0.75 0.02 0.41
H 2.42 -1.02 0.61 0.18
H 1.83 0.17 1.89 0.17
H 2.75 1.41 -0.09 0.12
H 1.03 1.56 -0.07 0.17
H -1.46 0.19 -2.22 0.43
H 0.56 0.30 -1.52 0.52
O -1.04 0.50 -1.40 -1.25
H -2.41 -0.06 -0.63 0.52
H -3.24 -1.45 -0.74 0.45
O -3.17 -0.67 -0.21 -1.04
```

Computed properties:
Gap between HOMO and LUMO = 8.335 eV
Total charge = -1
HOMO = -4.2 eV

Entry 2
Entry from the Open Molecules 2025 dataset: a cluster of 4 separate species, C3H12NO3 in total (wB97M-V/def2-TZVPD).

XYZ file:
```
19
Properties=species:S:1:pos:R:3:nbo_charge:R:1
C -1.08 -0.50 -0.09 -0.44
N 0.34 -0.95 -0.32 -0.49
C 1.23 -0.63 0.88 -0.32
C 1.57 0.73 1.46 -0.38
O 1.46 1.51 -1.00 -0.90
H -1.41 -0.80 0.93 0.24
H -1.79 -0.83 -0.87 0.24
H -1.15 0.56 -0.03 0.21
H 0.59 -0.46 -1.22 0.44
H 2.14 -0.91 0.36 0.22
H 0.91 -1.24 1.75 0.27
H 2.57 0.67 1.84 0.19
H 0.83 1.13 2.22 0.20
H 0.91 1.06 -1.60 0.49
H 1.51 1.17 0.06 0.39
O -0.11 -0.25 -2.91 -1.12
H -0.78 0.18 -3.52 0.43
H -4.25 -0.14 0.76 0.40
O -3.46 -0.32 1.29 -1.09
```

Computed properties:
Gap between HOMO and LUMO = 3.040 eV
Total charge = -1
HOMO = -3.7 eV

Which structure loses on stability? entry 2 does.

Entry 1
Entry from the Open Molecules 2025 dataset: a cluster of 2 separate species, H2OS2 in total (wB97M-V/def2-TZVPD).

XYZ file:
```
5
Properties=species:S:1:pos:R:3:nbo_charge:R:1
O -2.88 -1.11 -0.18 -0.69
S 2.37 0.42 0.13 -0.30
S -2.57 -0.37 -1.38 0.70
H 2.09 0.15 1.41 0.14
H 1.00 0.92 0.02 0.16
```

Computed properties:
SMILES = O=S.S
Gap between HOMO and LUMO (spin up / spin down) = 7.776 / 7.785 eV
Total charge = 0
HOMO (spin up / spin down) = -9.3 / -9.3 eV

Entry 2
Entry from the Open Molecules 2025 dataset: a cluster of 2 separate species, H2OS2 in total (wB97M-V/def2-TZVPD).

XYZ file:
```
5
Properties=species:S:1:pos:R:3:nbo_charge:R:1
O -1.16 -0.21 0.09 -0.70
S 1.56 0.35 0.05 -0.40
S -2.30 0.58 -0.43 0.74
H 0.13 0.12 -0.27 0.23
H 1.77 -0.84 0.55 0.13
```

Computed properties:
SMILES = O=S.S
Gap between HOMO and LUMO (spin up / spin down) = 6.530 / 6.219 eV
Total charge = 0
HOMO (spin up / spin down) = -9.0 / -8.9 eV

Which structure loses on stability? entry 2 does.

Entry 1
Entry from the Open Molecules 2025 dataset: the ion C10H19N5 with charge +2 (wB97M-V/def2-TZVPD).

XYZ file:
```
34
Properties=species:S:1:pos:R:3:nbo_charge:R:1
C -0.79 1.63 0.21 -0.03
C -0.80 0.02 2.05 -0.02
C -1.79 2.32 0.75 -0.29
C -1.80 0.73 2.65 -0.31
C -0.17 0.42 0.81 -0.48
C -2.31 1.87 1.99 0.34
C 2.50 -1.06 -1.40 -0.28
C 1.74 -1.22 -2.66 -0.22
C -0.48 -0.69 -1.57 -0.22
C 0.32 -0.70 -0.15 0.34
N 1.70 -0.17 -0.60 -0.32
N -3.44 2.46 2.45 -0.71
N 0.14 -1.96 0.26 -0.90
N 0.39 -1.67 -2.40 -0.55
N 2.38 0.56 0.44 -0.60
H -0.41 2.04 -0.74 0.23
H -0.48 -0.92 2.68 0.25
H -2.39 3.05 0.24 0.25
H -2.01 0.56 3.70 0.26
H 2.87 -2.02 -1.00 0.22
H 3.50 -0.72 -1.72 0.27
H 1.52 -0.37 -3.29 0.24
H 2.28 -1.94 -3.17 0.25
H -1.53 -1.13 -1.48 0.24
H -0.49 0.27 -1.86 0.22
H -3.55 3.50 2.26 0.44
H -3.95 1.99 3.22 0.43
H -0.76 -2.29 0.63 0.43
H 0.94 -2.23 0.83 0.40
H -0.22 -1.82 -3.27 0.46
H 0.16 -2.58 -1.77 0.48
H 3.16 -0.04 0.83 0.39
H 1.02 0.76 1.08 0.41
H 2.75 1.36 0.01 0.40
```

Computed properties:
SMILES = NN1CC[NH2+]C[C@]1(N)C1C=CC(=[NH2+])C=C1
Gap between HOMO and LUMO = 8.523 eV
Total charge = +2
HOMO = -15.6 eV

Entry 2
Entry from the Open Molecules 2025 dataset: the ion C10H19N5 with charge +2 (wB97M-V/def2-TZVPD).

XYZ file:
```
34
Properties=species:S:1:pos:R:3:nbo_charge:R:1
C -1.14 -3.63 -0.61 0.02
C 0.53 1.57 0.66 -0.26
C 0.20 0.21 -1.21 0.29
C -1.70 -2.29 -0.36 0.19
C 1.80 1.97 -0.14 -0.22
C -0.04 -2.75 1.04 -0.14
C -2.49 0.20 0.69 -0.68
C -0.79 -0.33 2.53 -0.63
C 2.64 2.24 -2.43 -0.43
C -1.17 -0.35 1.03 0.38
N -0.19 -3.82 0.21 -0.22
N 0.74 1.01 -2.05 -0.35
N -1.00 -1.72 0.57 -0.29
N -0.02 0.34 0.12 -0.46
N 1.44 2.11 -1.64 -0.20
H -1.41 -4.29 -1.33 0.25
H -0.17 2.36 0.57 0.21
H -0.25 -0.59 -1.68 0.20
H -2.43 -1.74 -0.99 0.27
H 0.88 1.60 1.69 0.26
H 2.20 2.91 0.12 0.25
H 2.62 1.22 -0.07 0.24
H -0.12 -3.19 2.00 0.30
H 1.04 -2.47 0.70 0.30
H -2.43 0.23 -0.39 0.22
H -2.79 1.14 1.28 0.29
H -3.25 -0.52 0.89 0.26
H 0.04 -0.98 2.72 0.23
H -0.62 0.74 2.93 0.26
H -1.72 -0.75 2.90 0.25
H 3.16 1.28 -2.45 0.25
H 2.38 2.40 -3.40 0.25
H 3.37 3.11 -2.16 0.26
H 0.69 2.80 -1.75 0.45
```

Computed properties:
SMILES = C[N@@H+]1CCN(C(C)(C)[N+]2=CC=NC2)C=N1
Gap between HOMO and LUMO = 8.594 eV
Total charge = +2
HOMO = -16.9 eV

Which structure loses on stability? entry 2 does.

Entry 1
Entry from the Open Molecules 2025 dataset: a cluster of 2 separate species, C2H2N4O in total (wB97M-V/def2-TZVPD).

XYZ file:
```
9
Properties=species:S:1:pos:R:3:nbo_charge:R:1
C 0.14 -1.71 -0.65 0.41
C 0.39 -0.05 0.85 0.36
N 0.22 -2.83 -0.90 -0.35
N -0.47 0.65 -1.79 0.27
N 0.04 -0.46 -0.30 -0.53
N 0.32 1.09 1.45 -0.80
O -1.53 0.20 -1.97 -0.18
H 0.69 1.06 2.47 0.44
H 0.18 2.05 0.85 0.38
```

Computed properties:
Gap between HOMO and LUMO (spin up / spin down) = 7.578 / 6.798 eV
Total charge = 0
HOMO (spin up / spin down) = -8.3 / -8.0 eV

Entry 2
Entry from the Open Molecules 2025 dataset: a cluster of 2 separate species, C2H2N4O in total (wB97M-V/def2-TZVPD).

XYZ file:
```
9
Properties=species:S:1:pos:R:3:nbo_charge:R:1
C 1.93 -0.93 -0.05 0.32
C -1.03 0.55 -0.08 0.46
N 1.51 -2.00 -0.10 -0.27
N 0.07 0.83 -0.22 -0.42
N 2.25 0.27 0.38 0.11
N -2.29 0.27 0.14 -0.84
O 2.99 1.10 -0.09 -0.20
H -2.47 -0.62 0.58 0.42
H -2.96 0.54 -0.57 0.42
```

Computed properties:
SMILES = N#CN=O.N#CN
Gap between HOMO and LUMO (spin up / spin down) = 8.138 / 8.140 eV
Total charge = 0
HOMO (spin up / spin down) = -9.5 / -9.6 eV

Entry 3
Entry from the Open Molecules 2025 dataset: an isolated molecule of C2H2N4O (wB97M-V/def2-TZVPD).

XYZ file:
```
9
Properties=species:S:1:pos:R:3:nbo_charge:R:1
C -0.96 0.20 -0.56 0.70
C 0.31 -1.00 0.98 0.24
H 0.39 -1.73 1.74 0.20
H 0.12 1.49 -1.41 0.41
N -0.90 -0.70 0.50 -0.43
N 1.45 -0.25 0.79 -0.23
N 1.33 0.73 0.01 0.09
N 0.18 0.82 -0.74 -0.40
O -1.92 0.44 -1.30 -0.59
```

Computed properties:
SMILES = O=c1ncnn[nH]1
Gap between HOMO and LUMO = 9.134 eV
Total charge = 0
HOMO = -10.5 eV

Which structure loses on stability? entry 1 does.